A molecular structure, C60H59BFGeN11O3V in a non-equilibrium geometry. Source: OMol25; level of theory: wB97M-V/def2-TZVPD.

Calculated values
<S²>: 3.80
E_tot: -171295.770 eV
strongest force on any atom: 8.98 eV/Å
ΔE to the lowest compared entry with this formula, charge and spin: 1.4726 eV

Structure (ORCA input):
```
! RIJCOSX wB97M-V def2-TZVPD def2/J DEFGRID3
* xyz 2 4
V -0.98 0.78 0.89
C 0.55 -2.38 1.28
C -0.79 -2.07 1.86
C -1.55 -2.87 2.71
C -2.64 -2.10 3.05
N -2.53 -0.92 2.44
N -1.41 -0.90 1.70
B -3.51 0.27 2.48
N -2.76 1.60 2.81
C -3.14 2.58 3.64
C -2.32 3.67 3.43
C -1.43 3.29 2.43
C -0.33 4.05 1.79
N -1.74 2.04 2.08
N -4.02 0.45 1.04
C -5.23 0.40 0.46
C -5.08 0.74 -0.87
C -3.71 0.96 -1.04
C -2.99 1.34 -2.28
N -3.09 0.77 0.13
N -4.51 0.09 3.59
C -5.73 0.65 3.78
C -5.99 0.66 5.13
C -4.84 0.10 5.72
C -4.56 -0.09 7.17
N -3.96 -0.23 4.79
H 1.00 -3.20 1.85
H 1.20 -1.50 1.32
H 0.46 -2.70 0.24
H -1.33 -3.86 3.03
H -3.46 -2.31 3.72
H -3.96 2.47 4.33
H -2.37 4.62 3.94
H -0.16 4.97 2.33
H -0.58 4.29 0.76
H 0.58 3.45 1.80
H -6.11 0.12 1.00
H -5.85 0.81 -1.61
H -3.63 1.17 -3.15
H -2.08 0.75 -2.39
H -2.72 2.39 -2.26
H -6.32 1.01 2.96
H -6.87 1.02 5.62
H -5.37 -0.63 7.64
H -4.46 0.87 7.66
H -3.63 -0.65 7.29
F 4.95 -2.31 -2.80
C 4.26 -1.17 -3.09
C 3.01 -1.01 -2.54
C 2.26 0.15 -2.82
C 1.03 0.46 -2.17
O 0.35 -0.41 -1.40
C 0.59 1.81 -2.32
C 1.07 2.59 -3.35
N 2.05 2.15 -4.16
C 2.31 2.80 -5.41
C 1.20 2.77 -6.42
C 2.42 1.93 -6.63
C 2.81 1.06 -3.76
C 4.08 0.89 -4.26
C 4.87 -0.22 -3.92
N 6.17 -0.32 -4.39
C 7.26 -0.90 -3.65
C 7.80 -2.14 -4.38
N 8.19 -1.75 -5.76
C 7.05 -1.15 -6.50
C 6.56 0.08 -5.71
C -0.28 2.49 -1.32
O -0.67 3.64 -1.47
O -0.50 1.80 -0.27
H 2.63 -1.76 -1.86
H 0.68 3.58 -3.51
H 2.92 3.69 -5.33
H 1.05 3.64 -7.05
H 0.28 2.27 -6.14
H 3.12 2.21 -7.40
H 2.32 0.86 -6.48
H 4.49 1.66 -4.90
H 6.95 -1.19 -2.65
H 8.07 -0.17 -3.55
H 7.01 -2.90 -4.45
H 8.65 -2.56 -3.86
H 8.56 -2.56 -6.27
H 8.94 -1.05 -5.71
H 6.25 -1.89 -6.55
H 7.35 -0.87 -7.51
H 5.71 0.52 -6.24
H 7.37 0.82 -5.67
C 0.42 0.70 2.23
C 0.68 0.61 3.44
C 0.70 0.57 4.81
C 0.28 1.81 5.45
C -0.79 1.81 6.36
C -1.22 3.00 6.92
C -0.59 4.19 6.61
C 0.46 4.20 5.70
C 0.88 3.02 5.11
C 0.97 -0.63 5.55
C 1.19 -1.84 4.87
C 1.45 -3.00 5.57
C 1.50 -2.99 6.96
C 1.30 -1.79 7.64
C 1.06 -0.62 6.96
H -1.30 0.88 6.58
H -2.05 2.98 7.61
H -0.92 5.11 7.07
H 0.95 5.13 5.45
H 1.71 3.02 4.42
H 1.14 -1.84 3.80
H 1.62 -3.92 5.04
H 1.70 -3.90 7.50
H 1.36 -1.79 8.72
H 0.95 0.30 7.51
Ge -0.52 -1.93 -2.20
C -1.88 -2.88 -1.12
C -1.58 -4.21 -0.85
C -2.53 -5.06 -0.33
C -3.81 -4.59 -0.05
C -4.11 -3.26 -0.29
C -3.15 -2.41 -0.83
C -1.13 -1.38 -4.01
C -0.20 -1.07 -4.99
C -0.62 -0.74 -6.27
C -1.97 -0.74 -6.57
C -2.91 -1.05 -5.60
C -2.48 -1.36 -4.32
H 0.66 -2.90 -2.35
H -0.59 -4.59 -1.07
H -2.29 -6.10 -0.15
H -4.57 -5.26 0.33
H -5.10 -2.89 -0.08
H -3.41 -1.39 -1.05
H 0.86 -1.09 -4.75
H 0.10 -0.49 -7.04
H -2.30 -0.50 -7.57
H -3.96 -1.03 -5.83
H -3.21 -1.62 -3.56
*
```

Mulliken population analysis, charges in e, atoms 1 to 5: 0.504, -1.142, 0.305, -2.084, -0.264